(1)
A cluster of 2 separate species, C2H2IO3 in total at a distorted geometry, computed with ωB97M-V with the def2-TZVPD basis set.

Summary:
- Kohn-Sham gap: 0.2250 hartree
- Total charge: -1
- HOMO energy: -2.868 eV

Each line ends with the Löwdin charge.
CARTESIAN COORDINATES (ANGSTROEM)
I: 2.664 0.410 0.127  0.37
O: -0.086 -0.906 0.324  -0.19
O: -0.594 2.719 -0.854  0.02
O: -0.875 1.913 1.379  -0.02
C: 0.460 0.156 -0.348  -0.70
C: -0.596 2.115 0.193  -0.52
H: -0.434 -0.405 1.082  0.06
H: 0.351 0.221 -1.392  -0.02

Forces on atoms 1 to 6 (eV/Å):
-0.2 -0.2 -0.3
-0.1 0.5 0.0
-0.4 -0.3 2.1
0.2 1.2 -2.8
-0.6 2.7 1.6
0.9 -2.3 0.5



(2)
A structure of composition C2H2Li2O2 at a distorted geometry, computed with ωB97M-V with the def2-TZVPD basis set.

Summary:
- Kohn-Sham gap: 0.2297 hartree
- Total charge: 0
- HOMO energy: -6.272 eV

Each line ends with the Löwdin charge.
CARTESIAN COORDINATES (ANGSTROEM)
O: 0.863 0.701 0.407  0.07
O: -2.124 -0.612 -0.461  -1.22
C: 1.710 0.044 0.890  -0.23
C: 2.330 -1.066 1.243  0.04
Li: -2.731 -1.384 -1.837  0.61
Li: -0.979 0.662 -0.495  0.59
H: 2.180 -1.444 2.255  0.07
H: 3.096 -1.467 0.578  0.07

Forces on atoms 1 to 6 (eV/Å):
1.3 0.8 0.6
0.3 0.3 -1.1
-1.9 -1.7 -1.1
0.7 0.6 0.4
0.2 0.3 0.9
-0.5 -0.7 0.3



(3)
A structure of composition C2H2LiNaO6 at a distorted geometry, computed with ωB97M-V with the def2-TZVPD basis set.

Summary:
- Kohn-Sham gap: 0.2525 hartree
- Total charge: 0
- HOMO energy: -7.298 eV

Each line ends with the Löwdin charge.
CARTESIAN COORDINATES (ANGSTROEM)
Na: 0.176 -1.290 1.404  0.75
O: 0.479 2.383 2.726  -0.18
O: 0.684 1.009 0.990  -0.18
O: 0.022 -2.028 -3.062  0.17
O: 0.156 -2.149 -0.835  0.03
O: -1.303 1.605 1.762  -0.22
O: 0.471 -0.226 -1.944  0.17
C: -0.033 1.815 1.708  -0.98
C: 0.247 -1.494 -1.873  -0.67
Li: -1.378 3.177 3.079  0.82
H: 0.560 0.181 -0.980  0.17
H: -0.080 -2.984 -2.975  0.14

Forces on atoms 1 to 6 (eV/Å):
0.0 1.0 -0.4
0.2 2.5 0.0
0.4 -0.1 -1.5
0.3 0.1 -0.6
0.3 0.1 0.1
-1.7 1.5 -0.7



(4)
A structure of composition C2H2LiO2V at a distorted geometry, computed with ωB97M-V with the def2-TZVPD basis set.

Summary:
- Kohn-Sham gap (alpha / beta): 0.2619 / 0.3765 hartree
- Expectation value of S²: 3.77
- Total charge: +1
- Spin multiplicity: 4
- HOMO energy (alpha / beta): -11.365 / -14.354 eV

Each line ends with the Löwdin charge.
CARTESIAN COORDINATES (ANGSTROEM)
V: 1.305 -1.265 0.829  0.92
O: 2.811 -0.632 0.318  -0.82
O: -0.531 -0.775 0.795  -0.05
C: -1.929 0.843 -0.419  0.11
C: -1.352 -0.064 0.323  -0.16
Li: 4.270 -0.461 -0.539  0.78
H: -2.463 0.522 -1.315  0.11
H: -2.112 1.831 0.009  0.11

Forces on atoms 1 to 6 (eV/Å):
2.9 -0.4 0.0
-0.8 -0.3 0.1
-2.3 0.1 0.5
-0.6 -0.6 0.7
0.5 1.3 -1.4
0.1 0.0 0.0



Number 1: DFT total energy -16349.7850 eV. Number 2: DFT total energy -6609.6941 eV. Number 3: DFT total energy -19015.8240 eV. Number 4: DFT total energy -32086.0631 eV.